[1]
Below is a molecular structure, C25H26BF4N5O6PdS in a non-equilibrium geometry, with properties calculated with ωB97M-V with the def2-TZVPD basis set.

Structure (XYZ):
```
69
Properties=species:S:1:pos:R:3:forces:R:3:lowdin_charge:R:1
Pd 0.073082 -0.179111 -0.172136 -0.996 1.973 -0.761 1.189
C 0.272747 2.839259 1.260460 -0.019 0.234 -0.114 -0.020
O 0.383616 1.416395 1.402890 -0.119 -0.013 0.402 -0.186
C 0.134677 0.852972 2.630511 0.075 -0.446 -0.264 -0.210
C -0.028422 1.591423 3.787961 -0.023 0.158 0.120 -0.009
C -0.254121 0.949330 4.996993 0.012 -0.049 -0.083 -0.070
C -0.299669 -0.434982 5.055339 -0.017 -0.007 0.164 -0.087
C -0.130843 -1.184320 3.907475 0.027 0.140 -0.418 -0.020
C 0.067089 -0.559109 2.672076 -0.121 0.308 0.970 -0.184
N 0.169911 -1.264383 1.464684 0.039 -1.472 0.406 -0.093
N -0.039687 -2.522858 1.507774 0.106 0.328 0.593 0.090
C -0.080794 -3.322552 0.432636 0.117 0.222 -0.793 -0.160
C 0.175739 -2.930628 -0.940167 0.366 0.192 0.773 -0.318
O 0.573421 -1.767384 -1.283499 -0.217 -0.991 -0.620 -0.119
C 0.037026 -3.911706 -1.966212 -0.036 -0.443 -0.342 0.006
C -0.333429 -5.184474 -1.697501 0.079 0.362 -0.131 -0.001
C -0.578828 -5.621676 -0.361469 -0.036 -0.006 0.483 -0.172
C -0.943659 -6.951134 -0.082288 0.013 0.046 -0.084 -0.035
C -1.144327 -7.373009 1.206904 -0.067 -0.111 -0.001 -0.085
C -1.005520 -6.466043 2.263880 -0.015 0.024 -0.065 -0.076
C -0.670083 -5.157397 2.015019 0.038 0.019 -0.022 -0.028
C -0.438079 -4.704476 0.703006 -0.139 -0.226 0.053 -0.105
H -0.730538 3.172216 1.531667 0.003 -0.058 0.053 0.110
H 0.465811 3.056438 0.213124 0.000 -0.056 0.012 0.079
H 1.021591 3.338755 1.875941 -0.015 -0.054 0.028 0.103
H 0.017928 2.670372 3.759969 -0.022 -0.027 -0.043 0.111
H -0.386491 1.538459 5.894069 0.003 0.011 -0.001 0.108
H -0.469246 -0.934336 6.000343 0.034 0.005 -0.004 0.104
H -0.149851 -2.263155 3.931795 -0.035 -0.032 0.029 0.098
H 0.261828 -3.578327 -2.970829 -0.065 -0.006 -0.004 0.125
H -0.443456 -5.897862 -2.505361 0.024 -0.023 -0.001 0.121
H -1.066892 -7.639190 -0.910198 0.041 -0.017 0.004 0.113
H -1.414608 -8.401577 1.406415 -0.004 0.006 0.000 0.103
H -1.170767 -6.799332 3.280223 0.019 0.021 0.013 0.103
H -0.565267 -4.450672 2.824650 -0.011 -0.046 0.044 0.093
C -7.365663 0.815079 5.048745 -0.001 0.055 -0.014 -0.119
C -5.935402 1.255912 4.771920 -0.173 -0.156 -0.438 -0.284
S -5.616653 1.398082 3.005945 0.205 -0.289 0.188 0.645
O -4.225150 1.726871 2.825915 0.067 -0.072 0.113 -0.306
O -6.617151 2.239116 2.410231 -0.208 0.024 -0.030 -0.293
C -5.862724 -0.281007 2.360623 0.175 0.530 0.056 -0.193
C -5.784105 -0.257570 0.832276 -0.086 -0.005 0.246 -0.128
N -4.497191 0.199801 0.321169 -0.154 0.067 -0.244 0.048
C -3.320271 -0.429836 0.502302 0.182 0.035 -0.017 -0.308
N -2.319210 0.277446 -0.005556 0.607 -0.358 -0.087 0.103
C -2.857067 1.407971 -0.534904 -0.153 0.382 -0.060 0.003
C -4.205112 1.381895 -0.342014 0.475 -0.221 0.195 -0.130
N -5.154170 2.340267 -0.814641 -0.213 0.178 -0.161 -0.325
O -4.732410 3.452389 -1.044464 -0.022 -0.162 0.050 0.124
O -6.307646 1.972160 -0.997742 0.144 -0.016 0.105 0.072
C -3.172297 -1.754256 1.156631 0.032 0.030 0.048 0.025
H -7.613394 0.964716 6.098388 0.029 -0.006 0.007 0.080
H -7.513205 -0.240008 4.819845 -0.016 0.002 0.017 0.070
H -8.054552 1.406276 4.445650 -0.045 -0.020 0.052 0.080
H -5.184081 0.573235 5.167819 0.043 0.044 0.024 0.102
H -5.742552 2.260436 5.149287 0.089 0.026 -0.062 0.108
H -6.859763 -0.604806 2.654598 0.012 -0.040 0.025 0.104
H -5.099694 -0.901920 2.828548 -0.051 -0.060 -0.008 0.096
H -6.545602 0.412847 0.450726 -0.017 -0.009 -0.106 0.109
H -5.978934 -1.256043 0.440381 -0.030 0.014 0.021 0.137
H -2.273721 2.145059 -1.066137 -0.048 -0.038 0.003 0.114
H -4.126587 -2.263593 1.272811 0.028 -0.011 -0.026 0.081
H -2.700567 -1.652039 2.136716 -0.030 0.003 0.014 0.090
H -2.523971 -2.374360 0.543683 0.027 -0.097 -0.023 0.076
F 0.235753 1.103300 -1.888548 0.042 0.323 -0.470 -0.077
B 0.129296 2.416761 -2.636503 0.111 -0.318 0.376 -1.190
F 0.816790 3.332970 -1.844914 -0.043 0.043 -0.075 0.116
F -1.230695 2.692327 -2.675020 0.018 0.144 -0.118 0.121
F 0.691303 2.232379 -3.865049 -0.038 0.011 -0.001 0.170
```
Forces are in eV/Å.

Computed properties:
charge = 0
frontier orbital gap (alpha / beta) = 6.782 / 6.413 eV
highest occupied orbital energy (alpha / beta) = -8.18 / -8.23 eV
multiplicity = 3


[2]
Below is 2 unconnected molecules or ions with the total composition C5H9NO in a non-equilibrium geometry, with properties calculated with ωB97M-V with the def2-TZVPD basis set.

Structure (XYZ):
```
16
Properties=species:S:1:pos:R:3:forces:R:3:lowdin_charge:R:1
C -2.155347 -0.219662 -0.100483 -0.090 0.026 0.005 -0.061
C -0.656615 -0.459699 -0.313757 0.000 -0.027 -0.044 -0.365
C -0.137382 -1.366850 0.723462 0.334 -0.612 0.698 -0.211
N 0.251868 -2.060920 1.563211 -0.387 0.667 -0.811 0.159
C 0.146389 0.846335 -0.317924 -0.022 -0.014 0.003 -0.144
C 1.536544 0.685595 -0.892050 0.090 -0.275 -0.162 -0.293
O 1.899369 -0.291387 -1.500340 -0.156 0.439 0.252 0.051
H -2.545453 0.412504 -0.904650 0.060 -0.092 0.116 0.083
H -2.340011 0.280625 0.855405 0.033 -0.068 -0.128 0.089
H -2.706553 -1.163880 -0.104365 0.087 0.138 0.007 0.086
H -0.491767 -0.958725 -1.275187 -0.028 0.050 0.121 0.145
H -0.373650 1.590631 -0.938487 0.083 -0.083 0.063 0.130
H 0.215359 1.282062 0.686644 0.012 -0.070 -0.129 0.125
H 2.218008 1.547221 -0.735440 -0.064 -0.101 -0.054 0.121
H 2.669482 0.284675 1.718536 0.029 -0.043 0.009 0.049
H 2.469765 -0.408520 1.535429 0.018 0.065 0.055 0.036
```
Forces are in eV/Å.

Computed properties:
structure (SMILES) = C[C@H](C#N)CC=O.[H][H]
charge = 0
frontier orbital gap = 11.148 eV
highest occupied orbital energy = -10.36 eV
multiplicity = 1


[3]
Below is a molecular structure, C3H2FO2Pd in a non-equilibrium geometry, with properties calculated with ωB97M-V with the def2-TZVPD basis set.

Structure (XYZ):
```
9
Properties=species:S:1:pos:R:3:forces:R:3:lowdin_charge:R:1
O 0.296736 -1.935080 -0.242892 0.647 -2.076 -0.304 0.116
C 0.782571 -0.801639 -0.289612 -6.837 3.046 -0.122 -0.631
O 2.004690 -0.488756 -0.083882 2.673 -10.845 -1.969 -0.194
C -1.503569 0.142639 0.066666 -2.130 0.445 -0.001 0.031
C -0.203580 0.330148 -0.147001 2.141 -3.860 -0.719 -0.337
H -2.081431 0.822557 0.692774 0.075 -0.017 -0.486 0.058
H -2.001249 -0.659985 -0.474655 0.188 0.073 0.558 0.066
F 0.402586 1.501018 0.245996 -3.035 2.613 0.580 -0.141
Pd 2.303243 1.089098 0.232609 6.278 10.620 2.463 1.032
```
Forces are in eV/Å.

Computed properties:
charge = 0
frontier orbital gap (alpha / beta) = 3.805 / 5.465 eV
highest occupied orbital energy (alpha / beta) = -5.17 / -8.84 eV
multiplicity = 4


[4]
Below is a molecular structure, C3H8NORb, with properties calculated with ωB97M-V with the def2-TZVPD basis set.

Structure (XYZ):
```
14
Properties=species:S:1:pos:R:3:forces:R:3:lowdin_charge:R:1
Rb 1.195012 -1.794304 3.511531 0.148 -0.254 0.301 1.017
C -1.625855 0.121843 0.871312 -0.107 0.091 0.009 0.052
C -0.366845 -0.453068 0.330589 -0.722 -0.194 -0.156 -0.394
O 0.272518 -1.365974 0.732866 0.383 0.203 0.162 0.079
N 0.059070 0.162817 -0.993646 -0.334 0.439 -0.552 0.092
H -0.283638 -0.434207 -1.762881 0.307 -0.214 0.215 0.208
H -0.461586 1.036488 -1.143857 0.159 -0.023 0.143 0.185
C 1.543427 0.434203 -1.123080 -0.338 0.000 0.392 0.058
H -1.572934 1.208601 0.973007 0.035 -0.005 -0.045 0.120
H -1.885023 -0.324240 1.826717 0.090 -0.046 0.013 0.108
H -2.442895 -0.103688 0.174768 0.057 0.054 -0.042 0.132
H 2.076378 -0.473958 -0.866796 0.028 -0.081 -0.259 0.107
H 1.773834 1.208603 -0.394715 0.098 0.082 -0.143 0.116
H 1.718535 0.776887 -2.135810 0.197 -0.052 -0.039 0.121
```
Forces are in eV/Å.

Computed properties:
charge = +2
frontier orbital gap = 12.382 eV
highest occupied orbital energy = -20.08 eV
multiplicity = 1


[5]
Below is a single C5H9NO molecule in a non-equilibrium geometry, with properties calculated with ωB97M-V with the def2-TZVPD basis set.

Structure (XYZ):
```
16
Properties=species:S:1:pos:R:3:forces:R:3:lowdin_charge:R:1
C 2.063991 -0.527941 -0.122589 0.208 -0.034 -0.174 -0.060
C 0.678366 -0.027502 0.340784 0.106 -0.043 0.072 -0.350
C 0.280160 -1.039468 1.329146 -0.406 -0.878 0.842 -0.219
N 0.102700 -1.939064 2.037921 -0.014 1.065 -0.671 0.155
C -0.343621 0.112649 -0.799695 0.104 -0.087 -0.053 -0.162
C -1.735612 0.489754 -0.324290 0.083 -0.433 -0.191 -0.275
O -1.645715 1.743814 0.326710 -0.245 0.121 0.158 -0.062
H 2.284890 -0.230812 -1.148590 -0.034 0.166 0.052 0.078
H 2.096119 -1.623944 -0.080225 0.021 0.295 -0.106 0.085
H 2.850427 -0.147294 0.534226 -0.095 -0.076 -0.102 0.084
H 0.751962 0.948961 0.836286 0.029 -0.270 -0.028 0.142
H 0.023952 0.892415 -1.477887 -0.025 -0.120 0.091 0.126
H -0.389708 -0.823362 -1.366967 -0.043 0.073 0.056 0.129
H -2.107636 -0.288666 0.359210 0.014 0.141 -0.066 0.118
H -2.414967 0.534878 -1.189538 0.113 0.025 0.161 0.119
H -2.495309 1.925583 0.745500 0.183 0.055 -0.041 0.093
```
Forces are in eV/Å.

Computed properties:
structure (SMILES) = C[C@H](C#N)CCO
charge = 0
frontier orbital gap = 11.561 eV
highest occupied orbital energy = -10.75 eV
multiplicity = 1


[6]
Below is a single C5H2N2O molecule in a non-equilibrium geometry, with properties calculated with ωB97M-V with the def2-TZVPD basis set.

Structure (XYZ):
```
10
Properties=species:S:1:pos:R:3:forces:R:3:lowdin_charge:R:1
N 2.735270 0.967086 1.035153 1.886 0.255 0.453 0.207
C 1.763464 0.423430 0.806541 -0.300 1.589 0.094 -0.216
C 0.436177 0.169619 0.466406 -1.530 -0.587 -2.937 -0.227
C -0.002077 -1.138512 1.000598 -7.331 -2.821 3.175 -0.129
N -0.872455 -1.848980 1.528788 6.261 4.099 -3.446 0.176
C -0.251669 0.858244 -0.558440 -0.598 -5.390 1.710 0.093
C -1.338662 0.002278 -1.287914 -1.511 -0.497 -1.455 -0.205
O -1.893260 0.483965 -2.291165 1.610 -1.516 2.998 0.016
H 0.001991 1.620953 -1.236194 0.942 1.450 0.158 0.110
H -1.539010 -1.209783 -0.945232 0.570 3.418 -0.751 0.175
```
Forces are in eV/Å.

Computed properties:
structure (SMILES) = N#CC(C#N)=CC=O
charge = 0
frontier orbital gap = 8.591 eV
highest occupied orbital energy = -10.96 eV
multiplicity = 1


[7]
Below is a molecular structure, C20H43O2P3Ru in a non-equilibrium geometry, with properties calculated with ωB97M-V with the def2-TZVPD basis set.

Structure (XYZ):
```
69
Properties=species:S:1:pos:R:3:forces:R:3:lowdin_charge:R:1
Ru 0.128255 -0.430019 0.962132 -2.162 2.409 -2.780 0.833
P -1.665045 -1.912419 1.287032 -2.639 -3.619 0.581 0.763
P 1.313755 -1.043119 2.763232 3.178 -1.267 3.541 0.723
P 1.340955 -1.719719 -0.551168 2.276 -1.604 -1.776 0.763
H -0.676245 6.039581 -6.313568 -0.050 0.039 -0.047 0.131
C -0.755345 5.156581 -6.942768 4.067 1.973 0.972 0.226
C -1.933445 4.623281 -7.256068 -4.136 -1.751 -1.220 0.243
H -2.867345 5.047581 -6.896468 0.002 0.058 -0.026 0.133
C -3.242245 -1.312619 2.046032 0.479 0.891 0.073 -0.209
C -1.440445 -3.417419 2.342532 0.480 0.337 -0.170 -0.224
C -2.312445 -2.686719 -0.252368 0.466 0.606 -0.143 -0.229
C 2.957555 -0.221219 2.941932 -0.391 0.238 -0.670 -0.221
C 0.665355 -0.773419 4.477032 -0.959 0.553 -0.604 -0.194
C 1.813355 -2.811919 3.004432 -0.418 -0.188 -0.673 -0.202
C 0.788755 -1.604919 -2.304668 -0.499 0.250 0.226 -0.207
C 1.580755 -3.548619 -0.408168 -0.465 0.189 0.585 -0.208
C 3.095255 -1.200119 -0.736568 -0.337 0.340 0.333 -0.226
H 0.178655 4.732281 -7.302368 -0.024 0.011 -0.083 0.128
H -2.012445 3.740381 -7.885268 0.020 0.031 -0.056 0.131
H -3.540945 -0.367419 1.589332 -0.079 -0.055 0.018 0.052
H -3.098145 -1.139219 3.116432 0.022 -0.027 -0.122 0.059
H -4.047845 -2.043619 1.914232 0.394 -0.059 -0.138 0.080
H -1.153045 -3.114419 3.353132 -0.087 -0.102 -0.062 0.038
H -0.644145 -4.044119 1.933832 -0.121 -0.037 0.086 0.036
H -2.362245 -4.007719 2.397632 0.122 0.257 -0.110 0.080
H -2.714445 -1.903819 -0.901968 -0.030 -0.120 0.093 0.046
H -3.096545 -3.421319 -0.038668 0.263 0.134 0.078 0.079
H -1.476645 -3.149419 -0.781368 -0.172 -0.222 -0.034 0.030
H 3.460455 -0.501119 3.874432 -0.298 -0.051 -0.143 0.083
H 2.808155 0.861281 2.910432 0.169 -0.083 0.103 0.037
H 3.593455 -0.493719 2.095132 -0.020 0.061 0.138 0.039
H 1.351555 -1.192219 5.221532 0.104 -0.002 -0.443 0.088
H -0.306145 -1.265319 4.578132 0.066 0.080 0.093 0.051
H 0.536655 0.292781 4.677432 -0.003 -0.077 0.048 0.054
H 2.889255 -2.892919 3.196732 -0.213 0.209 -0.077 0.081
H 1.562755 -3.406719 2.125432 0.129 -0.082 0.254 -0.001
H 1.274055 -3.225719 3.861132 0.058 0.083 -0.170 0.066
H 1.242155 -2.409619 -2.894168 0.058 0.200 0.290 0.082
H 1.087255 -0.637319 -2.712268 0.106 -0.227 -0.024 0.047
H -0.299045 -1.675119 -2.368968 0.123 -0.141 -0.050 0.044
H 1.787855 -3.977319 -1.394768 -0.052 0.241 0.166 0.077
H 0.685355 -4.021619 0.002732 0.106 -0.128 -0.117 0.036
H 2.426355 -3.768919 0.249332 -0.125 0.056 -0.114 0.058
H 3.529355 -1.586819 -1.665768 -0.169 -0.076 0.223 0.080
H 3.674555 -1.558419 0.118132 0.023 0.017 -0.156 0.049
H 3.127855 -0.107719 -0.740468 0.152 -0.101 -0.074 0.039
C -0.560845 0.966281 -1.784668 -0.573 0.004 -0.070 -0.385
C 0.507755 1.889881 -1.687968 -1.061 -1.733 1.387 0.061
C 0.811055 2.754281 -2.739068 0.092 1.360 -2.301 0.055
C 0.073755 2.738281 -3.924368 0.139 -0.004 0.338 -0.018
C -0.986645 1.832381 -4.036668 0.893 1.523 -1.271 0.049
C -1.301345 0.965181 -2.996068 -0.119 -1.192 2.177 0.100
O -0.922945 0.123181 -0.831468 0.920 0.494 0.841 -0.263
H 1.349155 0.634181 0.691932 0.434 -0.685 0.172 -0.007
H 1.090655 1.894781 -0.771068 0.010 0.097 -0.197 0.082
H 1.639655 3.450981 -2.626168 -0.108 -0.099 -0.042 0.152
H 0.317355 3.412781 -4.739968 0.061 -0.183 0.241 0.106
H -1.576145 1.800381 -4.950668 0.063 -0.089 0.169 0.140
H -2.129845 0.266681 -3.086768 0.093 0.100 -0.011 0.156
C 0.330655 2.795081 2.005332 0.058 0.823 0.470 0.008
C -0.806245 1.957781 2.498232 -0.473 2.013 1.083 -0.414
C -1.800845 2.572681 3.436732 -0.473 -0.521 0.042 0.037
O -0.968145 0.785781 2.172332 0.104 -0.693 -0.195 -0.182
H 0.290055 3.810281 2.454132 0.001 -0.673 -0.265 0.124
H 0.251355 2.917381 0.915432 0.101 -0.173 0.294 0.082
H 1.295855 2.341381 2.285332 -0.354 0.098 -0.283 0.082
H -2.284745 3.444781 2.949132 0.409 -0.264 0.345 0.130
H -2.588345 1.838281 3.712732 0.560 0.487 -0.205 0.110
H -1.286745 2.907481 4.361932 -0.189 0.068 -0.537 0.132
```
Forces are in eV/Å.

Computed properties:
charge = +4
frontier orbital gap (alpha / beta) = 8.868 / 4.126 eV
highest occupied orbital energy (alpha / beta) = -20.29 / -20.04 eV
multiplicity = 5


[8]
Below is a single C2H2Cl2S molecule in a non-equilibrium geometry, with properties calculated with ωB97M-V with the def2-TZVPD basis set.

Structure (XYZ):
```
7
Properties=species:S:1:pos:R:3:forces:R:3:lowdin_charge:R:1
S 1.192266 -0.775897 1.262062 -0.257 -1.036 -1.464 0.706
C 0.250594 0.458259 0.414794 1.984 0.579 1.784 -0.659
C -0.599524 0.280830 -0.571643 -0.676 0.975 0.395 -1.254
Cl -1.519944 1.638708 -1.170075 0.243 -0.472 -0.147 0.601
Cl -1.044475 -1.275117 -1.085342 -0.242 -0.251 -0.542 0.651
H 1.125157 -1.737078 0.243429 0.088 0.824 1.156 -0.122
H 0.595926 1.410296 0.906775 -1.140 -0.619 -1.183 0.077
```
Forces are in eV/Å.

Computed properties:
structure (SMILES) = SC=C(Cl)Cl
charge = 0
frontier orbital gap = 9.509 eV
highest occupied orbital energy = -8.89 eV
multiplicity = 1


Relative energy (zero: lowest compared OMol25 entry of this formula, charge and spin)? In order: 0.0, 49.0, 27.9, 0.0, 26.6, 44.8, 0.0, 7.8 kcal per mole.